Density functional theory data (ωB97M-V with the def2-TZVPD basis set) for the ion CH6N3O3S with charge +1.

XYZ file:
```
14
Properties=species:S:1:pos:R:3:forces:R:3
N 1.199354 1.034480 -0.478539 4.869 0.867 -1.811
H 1.929100 1.055262 -1.310590 -2.832 -0.363 1.669
O 0.241705 1.748453 2.110077 0.888 1.717 1.284
H 1.716282 1.193858 0.386958 -0.277 0.305 -0.075
N -1.002346 0.358199 -1.068006 -2.601 -0.915 -0.397
N -0.031349 -0.703507 1.784452 0.286 2.017 -3.971
H -0.010078 -2.428691 1.013298 -0.400 0.406 -0.185
S -0.622188 0.929982 1.391103 0.779 -4.158 -0.989
O -0.680540 -1.714665 1.000079 0.373 0.339 0.923
H -1.100805 0.068607 -2.060703 0.994 0.570 0.928
O -2.021855 0.996222 1.259278 -1.117 0.415 0.549
H -0.245133 -0.766660 2.711476 -0.949 -0.879 3.538
H -1.876030 0.100920 -0.492950 1.552 0.822 -1.314
C -0.044741 0.825006 -0.329594 -1.565 -1.144 -0.148
```
Forces are in eV/Å.

Results
* LUMO level: -4.35 eV
* orbital gap: 10.6 eV
* highest occupied orbital energy: -0.5499 Ha
* total charge: +1
* total energy: -829.51074 hartree
* SMILES: NC(=[NH2+])S(=O)(=O)NO
* ΔE to the lowest compared entry with this formula, charge and spin: 0.4000 eV